The following is a DFT calculation (ωB97M-V with the def2-TZVPD basis set) of a 6-piece molecular cluster, C67H151N2OP3 overall at a distorted geometry.

XYZ file:
```
224
Properties=species:S:1:pos:R:3:lowdin_charge:R:1
C 1.138 0.898 0.114 -0.35
O 2.207 1.597 0.739 -0.42
H 0.731 0.170 0.815 0.01
H 0.223 1.469 -0.042 0.04
H 1.368 0.359 -0.805 0.03
C 3.540 6.205 -1.698 -0.11
C 2.210 5.463 -1.848 -0.20
C 1.701 5.097 -0.371 -0.15
C 1.181 6.223 0.573 -0.08
N 0.624 5.702 1.941 -0.22
C 0.221 6.982 2.679 -0.08
C 0.941 6.895 4.051 -0.12
C 1.205 5.364 4.252 -0.12
C 1.661 5.050 2.808 -0.12
C -0.594 4.753 1.729 0.05
H 3.403 7.167 -1.205 0.08
H 3.971 6.501 -2.654 0.08
H 4.319 5.633 -1.193 0.05
H 2.306 4.571 -2.468 0.08
H 1.544 6.159 -2.358 0.11
H 2.574 4.660 0.113 0.09
H 1.005 4.285 -0.582 0.10
H 0.355 6.745 0.089 0.14
H 1.975 6.910 0.864 0.13
H -0.855 6.982 2.853 0.13
H 0.430 7.926 2.176 0.14
H 0.253 7.189 4.844 0.12
H 1.808 7.528 4.240 0.13
H 0.346 4.745 4.513 0.08
H 1.933 5.138 5.031 0.12
H 1.676 3.985 2.574 0.10
H 2.628 5.450 2.505 0.13
H -0.399 3.778 1.284 0.09
H -1.347 5.260 1.125 0.11
H -1.001 4.513 2.711 0.08
C -2.404 1.649 5.357 -0.08
C -0.971 2.096 5.087 -0.24
C -0.085 1.124 4.342 -0.20
C 1.370 1.508 4.163 -0.08
N 2.285 0.236 4.412 -0.18
C 3.733 0.407 3.935 -0.11
C 4.153 -0.775 3.104 -0.15
C 3.038 -1.767 3.253 -0.16
C 1.779 -0.975 3.545 -0.08
C 2.355 -0.057 5.986 0.08
H -2.648 1.043 4.484 0.06
H -3.184 2.407 5.422 0.09
H -2.635 0.953 6.164 0.06
H -0.451 2.371 6.006 0.12
H -0.972 3.050 4.559 0.08
H -0.469 0.909 3.344 0.11
H -0.189 0.134 4.786 0.10
H 1.799 2.229 4.860 0.13
H 1.517 1.797 3.123 0.09
H 4.377 0.699 4.764 0.13
H 3.590 1.245 3.252 0.10
H 5.162 -1.187 3.134 0.14
H 4.058 -0.512 2.051 0.08
H 3.169 -2.470 4.076 0.12
H 2.962 -2.329 2.323 0.13
H 1.071 -1.684 3.975 0.13
H 1.309 -0.512 2.678 0.10
H 2.839 0.808 6.439 0.10
H 2.916 -0.986 6.083 0.11
H 1.366 -0.241 6.405 0.10
C -7.659 -2.264 -0.146 -0.08
C -7.205 -3.301 0.945 -0.24
C -6.217 -2.689 1.918 -0.25
C -5.619 -3.720 2.909 -0.26
P -4.536 -3.138 4.168 1.00
C -5.476 -2.126 5.378 -0.27
C -4.705 -1.243 6.298 -0.23
C -5.664 -0.400 7.242 -0.24
C -5.027 0.445 8.308 -0.10
C -3.857 -4.457 5.164 -0.25
C -4.778 -5.512 5.908 -0.20
C -4.056 -6.541 6.806 -0.25
C -3.099 -7.393 5.989 -0.11
C -3.145 -2.176 3.423 -0.25
C -2.351 -2.921 2.396 -0.27
C -1.630 -2.069 1.352 -0.21
C -2.494 -1.220 0.336 -0.07
H -8.315 -2.690 -0.905 0.08
H -6.726 -1.868 -0.545 0.05
H -8.074 -1.380 0.338 0.08
H -6.802 -4.210 0.499 0.10
H -8.126 -3.506 1.492 0.12
H -6.737 -1.914 2.482 0.11
H -5.469 -2.007 1.513 0.10
H -4.932 -4.362 2.359 0.09
H -6.440 -4.257 3.385 0.12
H -6.082 -2.815 5.965 0.11
H -6.203 -1.634 4.732 0.10
H -4.146 -0.503 5.724 0.07
H -4.016 -1.818 6.918 0.11
H -6.529 -0.999 7.525 0.12
H -6.176 0.325 6.608 0.11
H -5.789 0.980 8.875 0.09
H -4.168 1.078 8.085 0.07
H -4.655 -0.277 9.034 0.08
H -3.302 -3.848 5.878 0.10
H -3.205 -5.019 4.495 0.09
H -5.358 -6.090 5.189 0.11
H -5.451 -4.996 6.592 0.10
H -4.673 -7.174 7.443 0.12
H -3.439 -5.939 7.473 0.11
H -3.579 -7.954 5.188 0.08
H -2.615 -8.142 6.617 0.09
H -2.438 -6.715 5.449 0.05
H -2.430 -2.042 4.234 0.10
H -3.568 -1.216 3.125 0.10
H -3.020 -3.642 1.926 0.10
H -1.578 -3.566 2.815 0.12
H -0.971 -2.760 0.827 0.11
H -0.957 -1.418 1.911 0.08
H -3.310 -0.592 0.695 0.06
H -2.981 -1.778 -0.465 0.05
H -1.781 -0.555 -0.152 0.05
C -4.886 -5.288 -1.905 -0.10
C -4.290 -4.981 -3.232 -0.30
C -3.096 -4.092 -3.164 -0.25
C -2.280 -3.916 -4.512 -0.22
P -2.773 -2.470 -5.545 1.04
C -2.157 -0.973 -4.611 -0.22
C -0.618 -0.856 -4.477 -0.22
C 0.005 -0.715 -3.072 -0.24
C -0.327 -1.837 -2.089 -0.09
C -1.783 -2.689 -7.070 -0.27
C -1.798 -1.590 -8.119 -0.27
C -0.796 -1.838 -9.236 -0.24
C -0.722 -0.463 -9.935 -0.10
C -4.525 -2.387 -5.819 -0.27
C -5.027 -1.093 -6.453 -0.23
C -6.059 -1.338 -7.543 -0.27
C -5.620 -1.763 -8.951 -0.09
H -4.999 -4.424 -1.250 0.06
H -4.243 -6.021 -1.417 0.08
H -5.803 -5.823 -2.150 0.09
H -5.106 -4.654 -3.877 0.11
H -3.859 -5.869 -3.695 0.12
H -2.446 -4.543 -2.413 0.12
H -3.310 -3.117 -2.726 0.08
H -2.330 -4.759 -5.201 0.10
H -1.215 -3.871 -4.286 0.09
H -2.709 -1.049 -3.674 0.08
H -2.653 -0.073 -4.975 0.09
H -0.320 0.006 -5.074 0.11
H -0.075 -1.681 -4.938 0.10
H -0.254 0.295 -2.755 0.11
H 1.085 -0.668 -3.212 0.06
H 0.166 -2.768 -2.366 0.08
H -1.388 -2.074 -2.009 0.03
H -0.062 -1.519 -1.081 0.05
H -2.083 -3.569 -7.638 0.12
H -0.777 -2.862 -6.687 0.09
H -1.610 -0.640 -7.618 0.10
H -2.824 -1.539 -8.483 0.09
H -1.145 -2.524 -10.008 0.12
H 0.184 -2.226 -8.960 0.11
H 0.060 -0.557 -10.688 0.08
H -0.524 0.445 -9.365 0.08
H -1.682 -0.446 -10.451 0.08
H -4.992 -2.530 -4.844 0.09
H -4.907 -3.311 -6.254 0.12
H -4.241 -0.541 -6.969 0.10
H -5.564 -0.472 -5.736 0.12
H -6.611 -0.400 -7.611 0.11
H -6.830 -2.056 -7.265 0.11
H -4.858 -2.541 -8.904 0.06
H -5.194 -0.856 -9.379 0.07
H -6.308 -2.028 -9.754 0.09
C 10.089 2.600 -3.103 -0.11
C 8.868 3.454 -3.193 -0.28
C 7.833 3.203 -2.113 -0.23
C 7.635 1.692 -1.800 -0.26
P 5.996 1.407 -1.102 1.04
C 5.815 -0.364 -1.305 -0.25
C 4.328 -0.768 -1.067 -0.24
C 3.926 -2.173 -1.509 -0.24
C 3.785 -2.202 -3.043 -0.08
C 4.847 2.285 -2.290 -0.23
C 4.997 1.775 -3.776 -0.22
C 4.001 2.442 -4.640 -0.26
C 2.563 2.045 -4.302 -0.10
C 5.917 1.958 0.665 -0.22
C 5.884 3.471 0.956 -0.23
C 5.169 3.823 2.230 -0.25
C 5.680 3.186 3.536 -0.09
H 9.943 1.734 -3.748 0.08
H 10.488 2.387 -2.111 0.09
H 10.861 3.117 -3.673 0.08
H 8.498 3.504 -4.217 0.12
H 9.105 4.514 -3.109 0.12
H 7.034 3.728 -2.636 0.09
H 7.847 3.840 -1.228 0.10
H 8.341 1.230 -1.110 0.11
H 7.703 0.988 -2.629 0.10
H 6.595 -0.698 -0.620 0.10
H 6.279 -0.661 -2.245 0.10
H 3.699 0.029 -1.464 0.09
H 4.222 -0.901 0.010 0.08
H 3.016 -2.463 -0.983 0.10
H 4.699 -2.840 -1.127 0.11
H 2.886 -1.642 -3.300 0.04
H 3.561 -3.228 -3.337 0.08
H 4.605 -1.761 -3.609 0.07
H 4.868 3.375 -2.272 0.08
H 3.855 2.170 -1.853 0.07
H 4.913 0.688 -3.772 0.10
H 5.987 1.982 -4.183 0.11
H 4.246 2.460 -5.702 0.13
H 3.950 3.504 -4.400 0.11
H 2.057 2.373 -5.210 0.08
H 2.125 2.563 -3.449 0.06
H 2.325 0.983 -4.356 0.06
H 6.752 1.461 1.158 0.11
H 4.984 1.558 1.063 0.07
H 5.333 4.015 0.190 0.08
H 6.871 3.889 0.757 0.11
H 4.153 3.443 2.121 0.08
H 5.013 4.867 2.503 0.11
H 5.013 3.404 4.370 0.07
H 6.671 3.504 3.862 0.09
H 5.792 2.115 3.369 0.05
```

Calculated values
Strongest force on any atom = 2.5 eV/Å
Calculated total energy = -3850.845331 Eh
Energy above the lowest of the compared OMol25 structures with the same formula, charge and spin = 15.1 kcal per mole
Charge = +4
E_HOMO = -14.23 eV
LUMO level = -0.2506 Ha
Spin multiplicity = 1